Density functional theory data (wB97M-V/def2-TZVPD) for a structure of composition C4H20BClCuN8O4.

Results
ΔE to the lowest compared entry with this formula, charge and spin, eV: 10.569
M, g mol⁻¹: 354.07
Multiplicity: 2
Gap between HOMO and LUMO (alpha / beta), eV: 4.9 / 2.6
F_max, eV Å⁻¹: 8.22
HOMO level (alpha / beta), eV: -7.19 / -7.06
Electronic energy, hartree: -3028.66400

Last column: Mulliken charge in e.
Element x y z (Å)
Cu  0.285564  -2.169184  -0.573006  0.79
Cl  3.942214  -4.200274  0.389274  -0.01
O  1.845064  1.371456  2.476964  -0.66
O  -1.383716  -3.306534  3.332814  -0.65
O  -3.364236  1.058866  -0.582846  -0.63
O  2.690194  0.378326  -3.842286  -0.67
N  -0.160136  -3.589054  5.055054  -0.39
N  -3.727936  2.971106  -1.721236  -0.39
N  -1.894146  -2.353574  5.285564  -0.41
N  3.388504  0.792546  -5.930906  -0.43
N  4.393654  1.799576  -4.449326  -0.39
N  3.120114  2.700806  3.628644  -0.40
N  1.379934  1.824936  4.609294  -0.37
N  -5.354886  1.610946  -1.353006  -0.43
C  -1.166126  -3.079984  4.474304  0.66
C  3.431854  0.993686  -4.671166  0.65
C  -4.067396  1.843966  -1.164236  0.58
C  2.097514  1.887636  3.553354  0.62
B  -1.618066  -2.965454  -3.727056  0.04
H  3.443404  3.224966  2.828134  0.21
H  -2.821686  -2.177114  4.926904  0.23
H  -0.674506  -3.459904  -3.898696  -0.24
H  0.574314  -3.857604  4.415864  0.24
H  5.096724  1.834056  -5.173626  0.20
H  2.681634  0.287456  -6.446006  0.24
H  -4.362446  3.699826  -2.015296  0.18
H  0.400304  1.634036  4.454494  0.25
H  3.507164  2.986266  4.516804  0.16
H  -2.774626  3.255856  -1.547406  0.23
H  -5.781876  2.186496  -2.064706  0.20
H  -5.622266  0.637446  -1.322826  0.25
H  0.086284  -3.345244  6.003704  0.17
H  4.530184  2.249166  -3.555276  0.21
H  -1.532926  -1.917624  -3.484086  -0.25
H  -2.243586  -3.078344  -4.598966  -0.14
H  -1.591756  -2.149204  6.227314  0.17
H  3.814884  1.532876  -6.469626  0.18
H  1.689664  2.340596  5.420644  0.18
H  -2.256866  -3.453784  -3.007546  -0.19

Forces on the atoms, in the same order (eV/Å):
-0.7265 -0.0414 -0.9075
0.0019 -0.0041 -0.0020
-0.9276 -0.7189 -0.4482
-1.3587 -0.1722 -3.9859
1.5407 -0.4462 0.7450
1.5988 1.8955 -1.2324
5.9466 -2.5410 2.6004
2.9389 3.7559 -1.0733
-2.8116 2.0564 1.1086
-0.8900 -0.8953 -6.8072
4.3509 4.0346 2.5886
4.0060 2.6744 0.8668
-3.0125 -0.9077 4.2751
-3.3499 -0.8168 -0.4333
-1.3953 0.7007 -0.2186
-4.9882 -4.5851 4.6615
-0.5257 -1.9054 0.6378
0.6136 -0.2352 -4.8100
0.8873 0.0707 1.0713
-0.0306 -0.7219 0.0274
0.0697 0.4221 0.6288
3.8212 -1.9954 -0.6276
0.0705 -0.2426 0.4632
0.1317 0.4898 0.7417
-0.0229 -0.1827 0.7571
0.0778 -0.4275 0.1783
0.2191 -0.2813 0.4509
-0.2125 0.1659 -0.2331
-0.1733 0.1326 -0.1317
-0.3284 -0.5445 0.0925
-0.1106 0.2176 0.0325
0.1792 -0.1773 -0.3346
0.1601 -0.3948 -0.2383
0.5073 4.4562 0.8656
-2.3061 -0.1702 -3.7572
-0.6063 -0.0148 -0.3470
-0.3347 -0.3927 -0.3669
-0.6681 -0.0523 -0.1645
-2.3419 -2.2051 3.3263


Density functional theory data (wB97M-V/def2-TZVPD) for a cluster of 11 separate species, C4H20BO18 in total.

Results
ΔE to the lowest compared entry with this formula, charge and spin, eV: 2.812
M, g mol⁻¹: 367.00
Multiplicity: 1
Gap between HOMO and LUMO, eV: 9.3
F_max, eV Å⁻¹: 5.48
HOMO level, eV: -7.36
Electronic energy, hartree: -1543.87420
Total charge: -1

Last column: Mulliken charge in e.
Element x y z (Å)
O  15.802199  -14.964551  -37.124976  -0.64
O  19.089237  -11.351321  -32.125233  -0.65
O  21.784448  -7.123497  -28.138785  -0.68
O  15.096731  -9.109643  -23.056251  -0.65
O  19.470661  -7.932164  -26.374233  -0.67
O  15.364554  -13.114640  -27.727875  -0.63
O  20.813854  -13.232870  -30.476871  -0.63
O  14.156747  -4.687508  -22.025623  -0.63
O  21.253537  -8.968094  -29.174785  -0.49
O  19.285366  -9.599961  -27.930987  -0.42
O  13.781066  -10.062631  -36.456548  -0.64
O  19.539683  -20.800212  -30.420602  -0.64
O  20.032377  -8.148644  -36.660806  -0.65
O  22.429092  -1.223075  -30.180782  -0.65
O  22.714793  -19.054612  -33.856383  -0.65
O  20.845261  -8.358265  -19.499027  -0.64
O  19.394965  -10.033204  -30.275810  -0.52
O  20.730552  -11.440317  -29.006226  -0.41
C  19.833205  -8.520533  -27.420220  0.59
C  19.555742  -11.148127  -30.996253  0.61
C  20.357397  -12.101175  -30.102758  0.61
C  21.083183  -8.121499  -28.285886  0.66
B  20.179392  -10.027986  -29.070091  1.00
H  22.785168  -1.614749  -30.978295  0.32
H  13.327213  -4.305897  -21.738434  0.31
H  21.762560  -8.087129  -19.463178  0.32
H  19.966111  -8.973897  -36.180389  0.33
H  15.605449  -8.732589  -23.774084  0.32
H  16.436886  -14.712359  -36.454305  0.32
H  22.100155  -1.966008  -29.674733  0.33
H  15.838088  -14.256229  -37.767800  0.32
H  14.433510  -12.897404  -27.681068  0.32
H  13.946937  -9.285312  -36.989929  0.32
H  19.921582  -20.281048  -31.128312  0.32
H  14.759888  -3.945514  -22.069262  0.32
H  14.431888  -10.016443  -35.756176  0.33
H  22.524227  -18.254297  -33.367093  0.33
H  20.440250  -7.753119  -20.120314  0.32
H  19.068121  -20.163563  -29.883439  0.33
H  22.253068  -18.943494  -34.687470  0.32
H  14.862071  -8.360251  -22.508909  0.32
H  19.689198  -7.490738  -36.056142  0.32
H  15.809173  -12.266971  -27.725852  0.31

Forces on the atoms, in the same order (eV/Å):
-0.1138 -0.2267 -0.0570
1.4242 0.4733 3.0307
-1.2819 -1.2264 0.2655
-0.1255 -0.2441 0.0692
0.9413 -1.8011 -3.4243
0.0185 -0.2527 -0.0151
-2.2527 4.4160 1.8065
0.0249 -0.2287 -0.0188
-0.3634 -4.1537 -2.4950
1.2938 -0.3581 -0.6541
-0.1773 -0.1493 -0.0802
-0.0118 -0.2584 0.0368
0.0421 0.0634 -0.2926
-0.0002 0.2862 0.0249
0.0979 -0.2281 0.0635
-0.0846 -0.1362 0.2010
-0.3365 -0.2711 -1.5177
-0.6951 0.3835 -0.2447
-0.5086 2.2542 3.7097
-1.9268 0.0874 -1.9152
3.3199 -3.7801 -1.4971
0.5997 4.5325 3.0204
-0.2516 -0.5311 -0.1391
0.0931 -0.0935 -0.1909
-0.2318 0.0474 0.0630
0.2347 0.0259 0.0005
0.0152 -0.2430 0.1535
0.1961 0.0580 -0.2195
0.1477 0.0460 0.2276
-0.0943 -0.2114 0.1765
-0.0363 0.1832 -0.1573
-0.2193 0.0330 0.0170
0.0234 0.1855 -0.1469
0.1470 0.1052 -0.2044
0.2127 0.1490 -0.0464
0.1655 -0.0412 0.2299
-0.0079 0.2377 0.1706
-0.1506 0.1033 -0.2065
-0.1227 0.1534 0.1630
-0.1039 0.0093 -0.2181
-0.0627 0.2143 0.1419
-0.0575 0.1658 0.1663
0.2194 0.2215 0.0029


Density functional theory data (wB97M-V/def2-TZVPD) for a structure of composition C4H20KO8.

Results
ΔE to the lowest compared entry with this formula, charge and spin, eV: 0.242
M, g mol⁻¹: 235.29
Multiplicity: 1
Gap between HOMO and LUMO, eV: 10.1
F_max, eV Å⁻¹: 3.95
HOMO level, eV: -13.10
Electronic energy, hartree: -1366.04306
Total charge: +1

Last column: Mulliken charge in e.
Element x y z (Å)
K  -0.492009  0.837648  1.528494  0.87
O  0.615730  3.119122  2.641309  -0.58
O  -2.081268  -1.929575  -2.852405  -0.57
O  -2.039617  1.867312  -0.441078  -0.53
O  -2.125380  -1.387014  0.745497  -0.52
O  -2.103057  2.046057  3.493108  -0.52
O  2.270039  -0.033844  1.708393  -0.65
O  1.198895  0.445927  -0.885151  -0.45
O  3.847723  -0.493489  -0.508346  -0.56
C  -1.640401  -1.493586  -1.511551  0.30
C  2.802598  -1.285375  -1.093353  -0.56
C  -2.457300  -2.194309  -0.400907  -0.70
C  1.883238  -0.352974  -1.874646  -0.51
H  2.076793  0.099370  0.747229  0.37
H  0.598097  0.987805  -1.314622  0.18
H  2.535329  0.175287  -2.613181  0.37
H  3.202430  0.015058  1.676692  0.32
H  0.767571  3.921509  2.137038  0.30
H  -2.584879  2.467936  0.029981  0.27
H  -2.178156  -3.180286  -0.170017  0.42
H  -1.525960  2.281374  -1.079545  0.27
H  -1.900987  2.747773  4.141280  0.28
H  3.062302  -2.036543  -1.859944  0.35
H  -2.995692  1.804341  3.630243  0.27
H  -3.477863  -2.208771  -0.599140  0.33
H  -1.811498  -0.460271  -1.487647  0.21
H  -1.523522  -1.927223  1.321645  0.33
H  2.334413  -1.784457  -0.296955  0.40
H  1.564840  2.933765  2.733278  0.32
H  1.107174  -0.864486  -2.441945  0.44
H  -0.576613  -1.689443  -1.396676  -0.08
H  -2.204682  -2.871840  -2.913940  0.31
H  3.851713  0.443203  -0.793137  0.34

Forces on the atoms, in the same order (eV/Å):
0.0338 -0.1120 0.3459
1.1605 0.1406 -0.4054
0.5370 1.3798 1.0000
-0.2936 -2.6362 1.3653
0.6930 -0.6798 1.6303
1.6080 0.7386 -0.0544
-2.1037 0.4472 -0.9772
1.9706 -1.0052 0.7624
0.3984 -0.1500 -0.2660
-1.1548 -3.3578 -1.7310
0.1371 1.5558 -2.0595
2.5448 2.1519 -0.0619
-0.0384 -0.6506 0.3562
0.0188 -0.1287 1.0715
-1.7542 1.7082 -1.3350
-0.6367 0.2868 0.7298
1.7714 -0.1623 0.3262
-0.8800 0.6540 -0.2438
-0.7035 1.1841 0.2651
0.6178 -1.4807 -0.2137
0.9261 1.7038 -1.7603
-0.1090 -0.5245 -0.4833
0.9831 0.2154 0.5294
-1.5113 -0.3434 0.3834
-1.8906 0.4794 -0.2662
-0.4291 1.4151 0.1347
-1.0810 0.6281 -0.7748
-0.8811 -0.6821 1.0245
-0.1896 -0.7969 0.6010
0.1961 -0.3549 -0.1158
0.1202 -0.1204 0.1853
0.1211 -0.5296 0.2741
-0.1812 -0.9734 -0.2368


Density functional theory data (wB97M-V/def2-TZVPD) for a cluster of 6 separate species, C4H20N2O6 in total.

Results
Structure (SMILES): C[C@@H](CN)NC=O.O.O.O.O.O
ΔE to the lowest compared entry with this formula, charge and spin, eV: 1.858
M, g mol⁻¹: 192.21
Multiplicity: 1
Gap between HOMO and LUMO, eV: 9.6
F_max, eV Å⁻¹: 2.05
HOMO level, eV: -9.50
Electronic energy, hartree: -725.35452

Last column: Mulliken charge in e.
Element x y z (Å)
O  -2.344324  -1.001768  -3.673014  -0.55
O  2.529534  -0.196455  1.607849  -0.68
O  3.383729  3.113789  0.008560  -0.63
O  0.225923  0.371429  3.401198  -0.67
O  0.541149  1.903884  0.923801  -0.57
O  -1.706446  3.995313  0.328984  -0.64
N  -1.723143  -0.272063  -1.561623  -0.04
N  0.565266  -1.922971  0.750244  -0.52
C  -2.108841  -0.135566  -2.855112  -0.11
C  -1.524068  -2.827816  -1.698369  -1.51
C  -1.316716  -1.513375  -0.953299  0.61
C  0.174393  -1.365500  -0.517937  -0.63
H  -1.160199  -3.644895  -1.074744  0.42
H  0.371495  -0.313773  -0.488658  0.32
H  0.070908  -0.002553  4.270751  0.28
H  -0.879489  -2.804321  -2.581292  0.37
H  1.126496  0.257326  3.084557  0.31
H  -1.584559  3.039550  0.293355  0.33
H  -2.164043  0.916242  -3.191929  0.34
H  1.256332  1.261770  1.066452  0.20
H  -1.766907  -1.686925  -0.003702  0.10
H  0.138958  1.893561  1.805984  0.38
H  2.089201  -0.908396  1.085518  0.46
H  2.985787  2.239201  0.058388  0.31
H  0.818369  -1.768252  -1.296157  0.30
H  -1.581071  0.611512  -1.100486  0.19
H  -2.558040  -2.955224  -2.000931  0.37
H  0.601707  -2.920156  0.862283  0.14
H  0.390471  -1.396293  1.589839  0.22
H  -0.831435  4.299703  0.588686  0.31
H  3.391613  0.073241  1.292585  0.27
H  2.587949  3.659779  -0.021780  0.32

Forces on the atoms, in the same order (eV/Å):
0.0588 -0.1232 0.4534
-0.6322 0.5080 0.4119
-0.3406 -0.0598 -0.0231
-0.7498 0.3296 -0.5540
-0.0318 -0.1319 0.3113
0.0693 -0.1848 0.0363
-0.7183 -0.2705 -1.1732
0.8620 0.0515 0.0225
-0.0290 0.2695 -0.9580
0.5492 0.8067 -0.7899
1.5139 -0.7164 1.1806
-0.3339 -0.2788 -0.4681
-0.2491 0.0372 0.2054
0.2347 0.7049 0.1360
0.5156 -0.0720 -0.0223
-0.3391 -0.2278 -0.1410
0.4489 -0.3398 0.5259
-0.0325 0.0644 -0.0242
-0.0761 0.1226 0.4553
0.0614 -0.0128 -0.1942
-1.1101 0.5053 0.8575
-0.1670 0.1263 -0.0884
0.5746 -0.1079 -0.1118
0.1605 -0.0954 -0.0289
0.1158 -0.1412 -0.1888
0.2224 -0.2402 0.3776
0.0408 -0.2556 -0.0015
-0.2041 -0.0046 0.0186
-0.7687 -0.1798 0.0295
0.0151 0.1102 -0.0154
0.1604 -0.3590 -0.2725
0.1788 0.1654 0.0335